17
Properties=species:S:1:pos:R:3:forces:R:3:mulliken_charge:R:1 method="wB97M-V/def2-TZVPD" gap_ev=4.1 e_homo_ev=-9.109
C 0.391282 -1.602688 0.156788 -1.65 1.47 -0.66 -0.198
C 1.001489 -0.404650 0.295742 0.40 -1.14 0.14 -0.009
N -2.113278 -1.098930 2.002540 0.48 -0.32 -0.51 -0.510
H 0.760286 -2.599844 -0.032485 0.57 0.05 0.50 0.301
H -0.670126 -1.417535 -0.002514 0.03 -0.70 -0.31 0.115
H 0.585691 0.470528 -0.292159 -0.03 0.29 -0.25 0.207
H -2.391078 -2.010621 1.685545 -0.18 0.09 0.09 0.184
H -2.123000 -0.976699 2.996797 0.05 0.34 -0.15 0.156
H -1.935667 -0.379579 1.263528 -0.47 -0.38 1.16 0.349
H 1.939976 -0.202062 0.795764 -0.04 0.24 0.08 0.319
O -1.661203 0.394003 -0.183403 1.50 0.02 -0.04 -0.688
H 1.148123 1.719196 -3.249145 -0.16 -0.06 -0.28 0.293
H -1.902708 1.307563 -0.366651 -0.13 0.16 -0.13 0.222
O 1.115374 1.003304 -2.610903 0.20 0.29 0.10 -0.657
H 2.022549 2.678745 -0.252000 0.20 0.10 0.05 0.266
H 1.629731 1.383960 -1.848413 -0.09 -0.38 -0.16 0.412
O 2.202558 1.735308 -0.359030 -0.68 -0.04 0.37 -0.762



11
Properties=species:S:1:pos:R:3:forces:R:3:mulliken_charge:R:1 method="wB97M-V/def2-TZVPD" gap_ev=10.9 e_homo_ev=-10.073
N 0.470540 -1.702140 -0.017212 -2.39 0.43 -0.33 -0.327
C 0.866730 -0.430430 -0.012683 0.47 0.01 0.65 0.480
O 2.020279 -0.035349 0.052266 -0.25 0.07 -0.18 -0.649
N -0.163149 0.534304 0.069598 0.36 1.27 -0.68 0.188
O 0.314622 1.843183 -0.135202 2.30 -0.83 1.58 -0.443
C -1.512407 0.433757 0.052109 -1.17 -0.84 0.36 0.169
O -2.096345 -0.641828 -0.013641 0.34 0.70 -0.03 -0.609
H -0.542098 -1.876910 -0.170213 1.02 0.06 0.24 0.266
H 1.137506 -2.415750 -0.111082 0.86 -0.74 -0.08 0.200
H 1.278186 1.712158 0.270854 -2.24 0.50 -1.25 0.376
H -2.059711 1.407332 0.179793 0.69 -0.62 -0.28 0.348



74
Properties=species:S:1:pos:R:3:forces:R:3:mulliken_charge:R:1 method="wB97M-V/def2-TZVPD" gap_ev="8.5 / 6.0" s2=3.7673 spin_multiplicity=4 e_homo_ev="-14.331 / -14.512" charge=+2
Re 0.001109 0.038214 -0.487622 -0.71 8.01 -4.93 -0.467
C -0.932249 -1.637889 0.362786 -0.40 -1.68 1.00 0.506
C 0.398475 -1.956143 -0.114135 0.16 -2.03 1.81 0.764
C 0.572788 -0.325722 1.534814 0.26 -0.85 1.54 0.881
C -0.814629 -0.635511 1.375073 -0.09 -0.95 1.40 0.576
C 1.325477 -1.145827 0.635286 0.78 -1.25 1.26 0.654
C -2.206614 -2.366595 0.061103 -0.27 0.07 -0.06 -1.591
H -2.154356 -2.903914 -0.888158 -0.09 0.03 0.20 0.393
H -3.058209 -1.671268 0.035635 0.23 -0.26 -0.07 0.461
H -2.409509 -3.099028 0.859139 0.15 0.20 -0.26 0.334
C -1.921351 -0.071038 2.196896 -0.20 0.30 -0.07 -1.147
H -2.851640 -0.605111 2.000893 0.06 0.08 0.10 0.444
H -2.086179 0.987565 1.968625 -0.06 -0.15 0.15 0.107
H -1.678375 -0.153373 3.262553 -0.01 -0.04 -0.20 0.345
C 1.123041 0.621195 2.543914 0.20 0.49 -0.02 -1.135
H 1.275567 0.127443 3.513684 -0.10 -0.06 -0.27 0.280
H 0.437315 1.459482 2.706091 0.15 -0.12 0.03 0.202
H 2.088483 1.027005 2.223306 -0.20 -0.03 0.11 0.338
C 2.814413 -1.241292 0.627634 0.34 0.12 -0.11 -1.287
H 3.162888 -1.914629 1.423472 -0.19 0.10 -0.18 0.365
H 3.271634 -0.262470 0.813154 -0.05 -0.21 -0.07 0.367
H 3.187383 -1.629898 -0.322840 -0.02 0.00 0.18 0.328
C 0.784794 -3.169547 -0.898222 0.13 0.07 -0.41 -1.513
H 1.053778 -3.974064 -0.197702 -0.10 0.24 -0.17 0.342
H 1.658594 -2.973476 -1.531014 -0.20 -0.15 0.06 0.353
H -0.040545 -3.525370 -1.519666 0.23 -0.07 0.07 0.417
C -1.532260 1.606182 -5.461462 -0.87 -0.87 -0.46 -0.010
C -1.818632 0.293199 -5.563124 -0.63 1.29 -0.72 -0.376
C -1.211411 -0.634440 -6.573708 0.12 -0.29 -0.38 -1.012
C 0.287872 -0.389475 -6.910307 -0.55 -0.34 -0.37 -1.045
C 1.150556 0.026496 -5.757347 0.90 0.73 -0.24 0.332
C 1.482835 1.302053 -5.468552 0.14 -0.96 -1.05 -0.860
C 0.814593 2.514248 -6.041884 -0.14 0.45 -0.29 -0.986
C -0.690224 2.374236 -6.428542 0.58 0.45 -0.18 -1.306
H -1.788905 -0.575519 -7.516046 0.14 -0.09 0.36 0.399
H 0.368393 0.340048 -7.730890 0.06 -0.32 0.37 0.297
H -1.342075 -1.668878 -6.219620 0.04 0.20 -0.15 0.404
H -0.777462 1.956357 -7.443179 -0.06 0.13 0.47 0.302
H -2.042624 2.213350 -4.714527 -0.06 -0.14 -0.22 0.416
H -2.704087 -0.107721 -5.058250 0.40 0.20 0.22 0.930
H -1.109672 3.395023 -6.477218 0.22 -0.40 -0.09 0.453
H 0.915479 3.335473 -5.312810 0.01 -0.17 -0.21 0.298
H 2.376484 1.520502 -4.878704 -0.43 -0.12 0.22 1.106
H 1.363626 2.845435 -6.942738 -0.13 -0.02 0.36 0.476
H 0.698005 -1.341279 -7.300045 -0.19 0.50 0.10 0.443
H 1.656952 -0.797273 -5.254554 0.08 0.23 -0.11 0.315
P -1.523839 0.241354 -2.411356 1.20 -0.31 1.40 1.076
C -3.074691 1.133190 -2.336317 -0.43 0.32 0.11 -1.174
C -1.552141 -1.417382 -3.168006 0.11 -0.10 -0.37 -0.173
P 1.575882 0.945121 -2.218192 -0.97 -0.88 1.37 1.006
C -0.093238 1.256911 -3.004668 0.27 -0.09 -1.05 0.158
C 2.654751 -0.331351 -2.938996 0.01 0.14 -0.52 -1.318
C 2.500287 2.465062 -1.971279 0.02 0.27 0.08 -1.132
H -3.080512 1.692706 -1.382086 0.00 -0.21 -0.39 0.279
H -3.905505 0.411756 -2.342050 0.26 0.20 -0.01 0.459
H -3.191527 1.834957 -3.171489 -0.03 -0.30 0.20 0.361
H -1.049565 -1.430657 -4.141672 -0.22 0.00 0.26 -0.248
H -2.596624 -1.734508 -3.286922 0.25 0.05 -0.07 0.571
H -1.041762 -2.133482 -2.513361 -0.21 0.35 -0.17 -0.624
H 2.586684 3.034458 -2.907292 0.02 -0.17 0.24 0.405
H 3.500973 2.197566 -1.602859 -0.24 0.09 -0.15 0.449
H 1.983041 3.062733 -1.206954 0.15 -0.15 -0.30 0.123
H -0.328347 2.333990 -3.068815 0.13 -0.52 0.23 0.696
H 0.007012 0.860269 -4.009030 0.15 0.31 -0.21 -0.922
H 3.431034 -0.565026 -2.197385 -0.27 0.19 -0.10 0.514
H 3.143084 0.022937 -3.854774 -0.05 -0.22 0.27 0.534
H 2.094202 -1.248483 -3.160649 0.10 0.27 0.11 0.171
Cl -1.085056 3.873226 2.855348 0.26 0.16 -0.50 -0.084
C -0.448623 4.048418 1.196311 -0.21 -0.24 -0.23 0.767
Cl -1.031816 5.543086 0.427574 0.23 -0.35 0.27 -0.088
Cl 1.347161 4.042095 1.252607 -0.62 0.01 -0.05 -0.108
C -1.046095 2.856896 0.333549 -1.72 0.23 0.93 -0.180
O -2.248263 2.614897 0.455588 2.02 0.20 -0.43 -0.638
O -0.203533 2.235202 -0.433415 0.14 -1.57 0.36 -0.774



66
Properties=species:S:1:pos:R:3:forces:R:3:mulliken_charge:R:1 method="wB97M-V/def2-TZVPD" gap_ev=6.3 e_homo_ev=-3.789 charge=-1
Ag -0.128731 -0.461832 0.408325 0.97 -0.60 -1.15 0.495
C 0.349900 0.833091 -2.724781 0.36 -0.02 -0.31 -1.101
O -0.677482 0.871272 -1.765161 -0.71 0.04 -0.08 0.112
C -1.955067 0.577697 -2.183332 0.00 -0.05 0.49 0.450
C -2.417124 0.830216 -3.464618 0.06 0.01 -0.15 -0.728
C -3.743783 0.594440 -3.802221 0.02 0.01 0.01 -0.635
C -4.626817 0.124403 -2.847012 -0.10 -0.01 -0.19 -0.815
C -4.172171 -0.159754 -1.575408 0.27 0.07 0.06 -0.352
C -2.830570 0.024663 -1.222098 -0.65 0.16 -0.88 0.663
N -2.375796 -0.271488 0.052958 -0.53 -1.28 1.64 -0.471
N -3.052746 -1.246980 0.594159 0.19 1.58 -1.56 0.106
C -2.784817 -1.735708 1.802566 0.94 0.02 0.72 0.263
C -1.665632 -1.353048 2.629803 -0.05 0.64 -0.52 0.403
O -0.943201 -0.330179 2.404743 -0.62 -0.45 0.98 -0.886
C -1.348923 -2.217997 3.736870 -0.09 -0.34 0.61 -0.447
C -2.119581 -3.276043 4.084112 0.34 0.40 -0.02 -1.034
C -3.279552 -3.618933 3.334211 -0.42 0.03 -0.39 1.201
C -4.105997 -4.693870 3.692195 -0.04 -0.03 0.06 -1.013
C -5.202470 -5.026726 2.936669 -0.04 -0.26 0.18 -0.483
C -5.491171 -4.303506 1.778334 0.02 0.12 -0.06 -0.717
C -4.703471 -3.242322 1.412326 -0.18 -0.15 -0.11 -0.536
C -3.592814 -2.863934 2.181847 -0.05 -0.19 0.21 0.842
H 0.269588 1.651817 -3.448643 -0.02 0.01 0.07 0.278
H 1.279260 0.940594 -2.166228 0.00 0.01 -0.04 0.236
H 0.367919 -0.127418 -3.249762 -0.07 0.06 0.06 0.442
H -1.752472 1.208909 -4.226673 0.13 0.03 0.04 0.291
H -4.078624 0.791586 -4.811311 -0.01 0.04 -0.04 0.379
H -5.669558 -0.026276 -3.096007 -0.02 -0.02 0.00 0.363
H -4.845280 -0.531010 -0.817043 0.01 -0.02 0.02 0.430
H -0.468682 -1.956253 4.310590 0.05 0.02 -0.02 0.398
H -1.862826 -3.892485 4.939121 0.04 0.02 0.03 0.325
H -3.866906 -5.257940 4.585320 0.03 -0.05 0.05 0.353
H -5.837722 -5.853120 3.225869 0.00 -0.06 0.04 0.370
H -6.337505 -4.584182 1.166178 -0.06 0.00 -0.04 0.398
H -4.908080 -2.686801 0.510844 -0.04 0.01 -0.03 0.348
N 2.886404 -1.145817 1.343648 -0.33 0.10 0.16 -0.112
C 3.629114 -0.034819 1.129687 0.36 -0.20 0.18 0.157
C 5.019182 -0.057465 1.147445 -0.33 -0.15 -0.05 -0.786
C 5.766062 1.114263 1.043781 -0.07 0.41 -0.04 -0.570
C 5.150858 2.334191 0.925276 0.35 0.03 0.00 -0.934
C 3.748302 2.407831 0.858856 -0.23 -0.35 0.05 1.120
C 3.057433 3.626288 0.695980 -0.32 -0.07 -0.04 -0.662
C 1.693957 3.618200 0.581568 0.32 0.20 0.02 -1.061
C 1.014588 2.392225 0.649446 -0.06 -0.20 0.08 -0.071
N 1.622681 1.243152 0.826876 -0.25 0.13 0.01 -0.002
C 2.967897 1.222075 0.939543 0.42 0.42 -0.12 0.283
H 3.325250 -2.044259 1.235282 -0.09 0.02 -0.16 0.283
H 1.905612 -1.093931 1.058750 0.50 -0.31 0.00 -0.050
H 5.525645 -1.007775 1.245184 0.00 -0.09 0.05 0.332
H 6.846635 1.057176 1.060344 0.04 -0.01 0.02 0.370
H 5.719049 3.250058 0.858363 0.12 0.07 -0.01 0.349
H 3.620974 4.549964 0.662209 0.02 0.05 -0.05 0.389
H 1.136912 4.532436 0.436527 -0.04 0.04 0.02 0.397
H -0.064251 2.349103 0.561858 -0.04 0.06 -0.03 0.522
Se 0.821387 -2.309011 -1.324596 -0.05 0.48 0.11 -0.590
C 0.115087 -3.857848 -0.479807 0.27 0.54 -0.16 0.339
C -0.197089 -4.973160 -1.247770 0.00 0.00 0.02 -0.591
C -0.667112 -6.118662 -0.637913 -0.05 -0.24 -0.01 -0.410
C -0.831177 -6.167142 0.737446 -0.08 -0.20 0.09 -0.745
C -0.528176 -5.051958 1.500577 -0.01 -0.07 0.16 -0.393
C -0.056276 -3.901756 0.899267 -0.02 -0.01 0.17 -0.271
H -0.063890 -4.924178 -2.320966 -0.02 -0.03 0.00 0.349
H -0.901783 -6.985171 -1.240707 -0.05 -0.10 -0.05 0.341
H -1.194565 -7.065626 1.217851 -0.05 -0.06 -0.01 0.368
H -0.659046 -5.077708 2.573279 -0.03 0.00 0.08 0.468
H 0.182059 -3.027824 1.505010 -0.04 -0.18 -0.15 0.250



Calculated ΔE to the lowest compared entry with this formula, charge and spin (kcal per mole), listed in the same order as above: 236.9, 43.9, 0.0, 17.1